{"formula": "C27H68N7O7P2", "method": "ωB97M-V with the def2-TZVPD basis set", "species": ["C", "C", "C", "O", "C", "C", "C", "N", "O", "C", "C", "O", "C", "C", "C", "O", "C", "C", "C", "C", "O", "H", "H", "H", "H", "H", "H", "H", "H", "H", "H", "H", "H", "H", "H", "H", "H", "H", "H", "H", "H", "H", "H", "H", "H", "H", "H", "H", "H", "H", "H", "H", "H", "O", "P", "N", "C", "C", "N", "C", "C", "N", "C", "C", "H", "H", "H", "H", "H", "H", "H", "H", "H", "H", "H", "H", "H", "H", "H", "H", "H", "H", "O", "P", "N", "C", "C", "N", "C", "C", "N", "C", "C", "H", "H", "H", "H", "H", "H", "H", "H", "H", "H", "H", "H", "H", "H", "H", "H", "H", "H"], "xyz": [[-6.84465, 0.25617, -0.28545], [-5.54522, -0.28589, -0.91447], [-5.14589, 0.42027, -2.22354], [-3.86932, 1.04606, -2.20501], [-2.82435, 0.14476, -2.45047], [-2.22879, -0.38046, -1.13126], [-0.79030, -0.84736, -1.29185], [-0.53224, -1.73609, -0.12907], [0.79209, -2.18624, -0.07133], [0.85929, -3.63093, -0.01959], [2.25941, -4.05390, 0.44440], [2.61702, -5.19838, -0.27689], [2.80213, -6.37466, 0.50081], [3.78315, -7.29092, -0.20215], [-1.00886, -1.10821, 1.14989], [-1.96167, -1.98315, 1.66417], [-2.09774, -1.89543, 3.08889], [-1.08539, -2.76779, 3.84686], [-0.25551, -1.90809, 4.81660], [-1.44780, 0.34150, 0.97947], [-2.29890, 0.60089, -0.12521], [-6.74273, 0.21750, 0.79920], [-7.68779, -0.38810, -0.52336], [-7.02470, 1.29281, -0.55798], [-4.76392, -0.19622, -0.15964], [-5.64234, -1.35517, -1.11623], [-5.86244, 1.22434, -2.39186], [-5.25930, -0.25811, -3.07491], [-3.23877, -0.73616, -2.95571], [-2.06579, 0.54784, -3.12510], [-2.82023, -1.26320, -0.83720], [-0.60234, -1.37690, -2.22421], [-0.09219, -0.01199, -1.28010], [-1.13855, -2.55432, -0.27022], [0.12009, -4.04608, 0.66853], [0.71042, -4.02430, -1.02669], [2.20446, -4.24999, 1.51768], [2.97043, -3.23609, 0.30849], [3.19942, -6.14215, 1.49317], [1.86309, -6.91581, 0.66474], [3.42519, -7.55893, -1.19336], [3.91090, -8.20800, 0.37246], [4.75564, -6.80393, -0.24673], [-0.15274, -1.10930, 1.83342], [-3.10550, -2.23769, 3.30937], [-2.04101, -0.87019, 3.46133], [-0.42020, -3.30387, 3.16774], [-1.64052, -3.48836, 4.44605], [0.39422, -2.49516, 5.45260], [-0.95383, -1.31302, 5.40844], [0.31879, -1.18703, 4.23268], [-0.54971, 0.96457, 0.91500], [-1.97918, 0.65395, 1.87636], [2.72019, -1.48604, 5.36159], [4.07827, -0.89588, 5.26585], [4.77047, -1.72832, 3.94240], [6.16962, -2.03991, 3.71285], [4.10289, -1.40682, 2.69010], [4.76456, -1.41385, 6.78504], [5.90346, -2.32361, 6.85283], [3.76790, -1.91177, 7.73937], [4.92130, 0.58054, 5.16648], [6.26497, 0.75082, 5.68920], [4.06786, 1.65945, 5.71500], [6.74646, -1.18085, 3.34121], [6.23562, -2.82975, 2.96085], [6.65162, -2.43343, 4.59787], [4.33329, -0.38670, 2.34691], [3.01938, -1.49580, 2.80138], [4.41085, -2.10547, 1.91058], [5.68897, -3.29624, 6.39111], [6.16304, -2.49085, 7.89930], [6.80681, -1.91190, 6.40616], [3.45360, -2.93840, 7.51602], [2.88184, -1.28435, 7.75700], [4.20053, -1.90212, 8.74133], [6.30362, 0.69552, 6.78200], [6.60637, 1.74117, 5.38355], [6.97816, 0.04740, 5.26566], [3.90513, 1.53744, 6.79401], [3.09351, 1.66535, 5.22171], [4.52487, 2.63401, 5.54692], [-4.36443, 3.97320, -7.68552], [-3.16451, 4.24042, -6.86316], [-3.52326, 3.45305, -5.39064], [-3.07941, 3.78779, -4.05566], [-3.59310, 2.00987, -5.54293], [-3.25037, 5.97850, -6.71082], [-3.44752, 6.63232, -5.42262], [-4.18634, 6.60234, -7.65305], [-1.45721, 4.13908, -6.84346], [-0.62778, 5.05393, -6.08495], [-0.96437, 4.11154, -8.23896], [-2.04377, 3.45595, -3.86388], [-3.71891, 3.29163, -3.32473], [-3.15490, 4.84674, -3.83947], [-2.58701, 1.57972, -5.69363], [-4.21229, 1.73416, -6.39702], [-4.03211, 1.54261, -4.66202], [-4.39410, 6.34275, -4.94748], [-3.45494, 7.71388, -5.56969], [-2.63243, 6.45320, -4.72261], [-5.22895, 6.50599, -7.32950], [-4.10160, 6.17090, -8.64552], [-3.95316, 7.66621, -7.73183], [-0.65534, 6.07619, -6.47789], [0.40006, 4.69069, -6.15011], [-0.87152, 5.06809, -5.02461], [-1.15320, 5.06332, -8.75314], [-1.45581, 3.31658, -8.80299], [0.10776, 3.91661, -8.26513]], "de_lowest_kcal_mol": 40.9, "total_energy_ha": -2661.82202, "fmax_ev_per_a": 5.8, "orbital_gap_ev": 7.623, "total_charge": 1, "lumo_ev": -2.33, "e_homo_ev": -9.95}